w.
A 2-piece molecular cluster, C5H12N3O overall, computed with ωB97M-V/def2-TZVPD.

Lowest unoccupied orbital energy   -0.1280 Ha
Total charge   +1
Gap between HOMO and LUMO   9.623 eV
HOMO level   -13.1 eV

Geometry (Å):
C  -1.26  -1.48  -0.26
C  -3.35  -0.44  0.52
C  1.27  0.20  0.15
C  3.55  -0.48  0.23
C  -1.13  1.95  -0.52
N  -2.46  -1.17  -0.02
N  -0.01  0.00  0.20
N  2.16  -0.76  0.12
O  -0.88  1.03  0.54
H  -0.78  -1.33  -1.21
H  -3.45  0.49  1.05
H  -4.40  -0.80  0.32
H  1.58  1.20  0.41
H  4.23  -1.23  0.04
H  3.79  0.33  -0.48
H  3.68  -0.08  1.27
H  -0.25  1.84  -1.14
H  -1.13  2.98  -0.11
H  -2.03  1.57  -1.06
H  1.77  -1.55  -0.49
H  -0.89  -2.27  0.44



x.
A 2-piece molecular cluster, C5H12N3O overall, computed with ωB97M-V/def2-TZVPD.

Lowest unoccupied orbital energy (alpha / beta)   -0.1912 / -0.1912 Ha
Total charge   +1
Gap between HOMO and LUMO (alpha / beta)   8.175 / 8.173 eV
HOMO level (alpha / beta)   -13.4 / -13.4 eV

Geometry (Å):
C  -0.34  -1.88  0.13
C  -1.20  -0.59  0.44
C  1.08  -0.18  0.19
C  -0.53  1.76  0.65
C  -0.30  0.74  -1.49
N  2.16  0.68  0.16
N  1.00  -1.45  -0.17
N  -0.31  0.54  0.05
O  3.19  0.16  -0.24
H  -0.30  -2.63  0.92
H  -0.88  -2.50  -0.66
H  -2.11  -0.64  -0.07
H  -1.26  -0.48  1.49
H  1.04  -0.12  1.99
H  0.35  2.27  0.77
H  -1.23  2.36  0.08
H  -0.92  1.60  1.61
H  0.37  1.47  -1.70
H  -0.30  -0.10  -2.16
H  -1.27  1.18  -1.55
H  1.76  -2.18  -0.43



y.
An isolated ion of composition C5H12N3O and charge +1, computed with ωB97M-V/def2-TZVPD.

Lowest unoccupied orbital energy   -0.1171 Ha
Structure (SMILES)   CC(C)N1C=[NH+]O[C@H]1N
Total charge   +1
Gap between HOMO and LUMO   10.670 eV
HOMO level   -13.9 eV

Geometry (Å):
C  -0.50  1.84  -0.35
C  -2.06  0.23  0.66
C  0.90  -1.30  0.98
C  1.91  0.35  -0.60
C  0.60  -0.39  -0.25
N  -0.41  0.58  -0.07
N  -1.71  2.38  -0.15
N  -2.74  -0.85  0.35
O  -2.65  1.43  0.21
H  0.24  2.47  -0.92
H  -1.65  0.18  1.65
H  1.89  -1.60  0.99
H  0.61  -0.69  1.81
H  0.37  -2.26  1.03
H  2.47  0.78  0.30
H  1.79  1.05  -1.40
H  2.64  -0.43  -0.98
H  0.39  -1.09  -1.04
H  -2.20  3.02  -0.93
H  -2.68  -1.72  0.92
H  -3.26  -0.90  -0.46



z.
An isolated ion of composition C5H12N3O and charge +1, computed with ωB97M-V/def2-TZVPD.

Lowest unoccupied orbital energy   -0.1086 Ha
Structure (SMILES)   CC[N@H+]1CC(=O)N[C@@H]1N
Total charge   +1
Gap between HOMO and LUMO   11.061 eV
HOMO level   -14.0 eV

Geometry (Å):
C  -2.04  0.77  0.78
C  -1.45  0.13  -0.45
C  0.06  -0.07  1.45
C  1.32  -0.44  -2.17
C  0.79  -1.16  -0.97
N  -1.13  0.69  1.75
N  1.16  0.74  1.79
N  -0.07  -0.15  -0.16
O  -3.13  1.30  0.81
H  -2.09  -0.69  -0.88
H  -1.65  0.94  -1.23
H  0.14  -1.05  1.97
H  1.61  0.55  -2.15
H  2.18  -0.98  -2.48
H  0.56  -0.60  -2.92
H  1.62  -1.60  -0.40
H  0.15  -2.06  -1.13
H  -1.34  1.14  2.56
H  1.83  0.21  2.39
H  0.97  1.69  1.88
H  0.55  0.65  -0.43



Relative energies, unit hartree: w 0.1549; x 0.2211; y 0.0687; z 0.0000



w.
One molecule with the formula C3H8NOP, computed with ωB97M-V/def2-TZVPD.

Lowest unoccupied orbital energy   0.0311 Ha
Structure (SMILES)   CC1(C)OP1N
Total charge   0
Gap between HOMO and LUMO   9.875 eV
HOMO level   -9.0 eV

Geometry (Å):
C  -0.21  0.47  -0.17
C  -0.42  1.92  -0.42
C  0.93  -0.32  -0.79
N  0.22  -2.00  1.54
O  -1.39  -0.28  -0.41
P  -1.08  -0.27  1.16
H  0.58  2.40  -0.19
H  -1.21  2.33  0.22
H  -0.70  2.08  -1.49
H  1.70  0.45  -1.16
H  0.37  -0.92  -1.52
H  1.40  -0.96  -0.02
H  -0.17  -2.21  2.45
H  -0.03  -2.70  0.80



x.
One molecule with the formula C3H8NOP, computed with ωB97M-V/def2-TZVPD.

Lowest unoccupied orbital energy   0.0381 Ha
Structure (SMILES)   CC1(C)OP1N
Total charge   0
Gap between HOMO and LUMO   9.535 eV
HOMO level   -8.5 eV

Geometry (Å):
C  0.28  0.15  0.32
C  0.85  1.11  1.33
C  -0.95  -0.71  0.71
N  -0.21  -0.44  -2.42
O  1.37  -0.57  -0.27
P  0.84  0.47  -1.44
H  1.10  1.93  0.61
H  1.70  0.75  1.81
H  0.19  1.66  2.08
H  -1.61  -0.05  1.38
H  -0.76  -1.58  1.23
H  -1.45  -0.99  -0.20
H  -0.85  -0.38  -3.16
H  -0.50  -1.34  -1.97



Relative energies, unit hartree: w 0.0284; x 0.0000



w.
One molecule with the formula C17H23NO4, computed with ωB97M-V/def2-TZVPD.

Lowest unoccupied orbital energy   0.0211 Ha
Structure (SMILES)   O=C(CCC1CCCC1)N[C@@H](Cc1ccc(O)cc1)C(=O)O
Total charge   0
Gap between HOMO and LUMO   9.165 eV
HOMO level   -8.6 eV

Geometry (Å):
O  -0.59  -2.85  1.16
C  -0.52  -2.36  0.05
N  -1.31  -1.33  -0.34
H  -1.29  -1.01  -1.29
C  -2.35  -0.80  0.50
C  -3.51  -0.36  -0.37
O  -3.54  -0.47  -1.57
O  -4.52  0.15  0.34
H  -5.25  0.41  -0.24
H  -2.72  -1.61  1.14
C  -1.85  0.32  1.44
C  -0.93  1.33  0.79
C  0.09  1.89  1.55
C  0.96  2.81  1.01
C  0.83  3.20  -0.32
C  -0.20  2.66  -1.08
C  -1.07  1.74  -0.53
H  -1.87  1.35  -1.14
H  -0.30  2.97  -2.11
O  1.67  4.09  -0.91
H  2.34  4.38  -0.27
H  1.76  3.23  1.61
H  0.21  1.59  2.58
H  -2.72  0.83  1.86
H  -1.31  -0.16  2.26
C  0.45  -2.81  -1.03
H  -0.13  -3.00  -1.93
H  0.91  -3.74  -0.72
C  1.53  -1.75  -1.32
C  2.84  -2.01  -0.58
C  3.85  -0.89  -0.85
C  3.47  0.23  0.13
H  2.85  0.97  -0.36
H  4.36  0.74  0.50
C  2.69  -0.46  1.27
H  3.15  -0.26  2.24
H  1.67  -0.08  1.30
C  2.70  -1.95  0.94
H  3.56  -2.43  1.40
H  1.80  -2.45  1.31
H  4.86  -1.26  -0.63
H  3.83  -0.55  -1.88
H  3.23  -2.98  -0.90
H  1.15  -0.76  -1.07
H  1.75  -1.76  -2.40



x.
One molecule with the formula C17H23NO4, computed with ωB97M-V/def2-TZVPD.

Lowest unoccupied orbital energy   0.0281 Ha
Structure (SMILES)   CCOC(=O)c1c(CN(CC)CC)oc2ccc(OC)cc12
Total charge   0
Gap between HOMO and LUMO   8.982 eV
HOMO level   -8.2 eV

Geometry (Å):
C  1.98  4.38  -1.22
C  2.07  3.52  0.03
H  3.11  3.37  0.34
H  1.50  3.98  0.85
O  1.56  2.21  -0.20
C  0.22  2.06  -0.10
O  -0.52  2.96  0.19
C  -0.22  0.69  -0.37
C  0.50  -0.42  -0.74
O  -0.29  -1.50  -0.90
C  -1.57  -1.11  -0.61
C  -2.71  -1.88  -0.63
C  -3.90  -1.25  -0.30
C  -3.95  0.11  0.03
C  -2.79  0.87  0.05
C  -1.59  0.25  -0.28
H  -2.83  1.92  0.31
O  -5.09  0.77  0.36
C  -6.31  0.07  0.36
H  -7.07  0.81  0.65
H  -6.31  -0.74  1.09
H  -6.55  -0.32  -0.63
H  -4.81  -1.84  -0.32
H  -2.68  -2.92  -0.89
C  1.97  -0.64  -0.98
N  2.68  -1.34  0.07
C  2.29  -2.72  0.29
H  2.87  -3.08  1.14
H  1.22  -2.82  0.54
C  2.60  -3.60  -0.92
H  2.52  -4.65  -0.63
H  1.90  -3.42  -1.73
H  3.61  -3.41  -1.26
C  2.92  -0.58  1.28
C  1.78  -0.52  2.30
H  0.90  -0.04  1.88
H  1.51  -1.51  2.65
H  2.10  0.07  3.16
H  3.19  0.43  0.98
H  3.80  -1.03  1.77
H  2.08  -1.22  -1.90
H  2.45  0.33  -1.12
H  2.50  3.90  -2.04
H  0.94  4.52  -1.49
H  2.43  5.35  -1.03



Relative energies, unit hartree: w 0.0000; x 0.0706



w.
C4H8NO as an isolated structure, computed with ωB97M-V/def2-TZVPD.

Lowest unoccupied orbital energy   0.1618 Ha
Total charge   -1
Gap between HOMO and LUMO   6.980 eV
HOMO level   -2.6 eV

Geometry (Å):
C  1.06  0.55  -0.26
C  -1.69  -0.97  -0.66
C  2.46  0.20  0.33
C  -2.37  0.32  -0.12
N  0.12  -0.55  -0.27
O  0.66  -1.67  0.06
H  0.89  1.50  -0.66
H  -1.68  -1.82  0.15
H  3.14  -0.05  -0.41
H  2.37  -0.69  0.88
H  2.81  1.11  0.94
H  -2.67  0.49  0.93
H  -3.33  0.33  -0.54
H  -1.76  1.23  -0.36



x.
C4H8NO as an isolated structure, computed with ωB97M-V/def2-TZVPD.

Lowest unoccupied orbital energy   0.1651 Ha
Total charge   -1
Gap between HOMO and LUMO   6.533 eV
HOMO level   -2.0 eV

Geometry (Å):
C  0.46  -0.29  0.75
C  1.04  0.41  -1.02
C  -0.30  -1.54  0.55
C  -1.06  1.51  -0.78
N  0.15  1.14  -1.54
O  0.30  1.74  -2.68
H  1.54  -0.70  1.15
H  2.01  0.23  -1.43
H  -1.11  -1.26  -0.19
H  0.20  -2.40  0.35
H  -0.84  -1.61  1.53
H  -0.95  0.88  0.02
H  -1.35  2.53  -0.48
H  -1.91  1.28  -1.35



Relative energies, unit hartree: w 0.0000; x 0.0213



w.
A 3-piece molecular cluster, CH6NO4 overall, computed with ωB97M-V/def2-TZVPD.

Lowest unoccupied orbital energy   0.1522 Ha
Total charge   -1
Gap between HOMO and LUMO   8.941 eV
HOMO level   -4.8 eV

Geometry (Å):
N  1.02  2.19  0.55
C  0.69  0.83  0.18
O  1.25  0.37  -0.83
O  -0.16  0.27  0.92
H  2.00  2.33  0.72
H  0.50  2.43  1.38
H  -0.27  -1.64  1.14
H  -1.40  -2.30  0.41
O  -0.61  -2.52  0.91
H  -1.73  -0.37  -1.86
H  -0.32  -0.66  -1.42
O  -0.98  -0.92  -2.11



x.
A 3-piece molecular cluster, CH6NO4 overall, computed with ωB97M-V/def2-TZVPD.

Lowest unoccupied orbital energy   0.1311 Ha
Total charge   -1
Gap between HOMO and LUMO   8.170 eV
HOMO level   -4.6 eV

Geometry (Å):
N  -1.39  -1.72  0.31
C  -0.75  -0.97  1.37
O  -0.32  0.17  1.04
O  -1.05  -1.37  2.50
H  -0.92  -1.69  -0.58
H  -1.93  -2.55  0.48
H  1.88  1.41  -2.76
H  1.63  0.97  -4.21
O  1.59  1.72  -3.64
H  0.54  0.95  0.25
H  0.62  2.22  -0.56
O  1.24  1.52  -0.31



y.
A 3-piece molecular cluster, CH6NO4 overall, computed with ωB97M-V/def2-TZVPD.

Lowest unoccupied orbital energy   0.1496 Ha
Total charge   -1
Gap between HOMO and LUMO   8.440 eV
HOMO level   -4.4 eV

Geometry (Å):
N  0.77  2.60  0.47
C  0.84  1.09  0.52
O  1.15  0.52  -0.58
O  0.16  0.64  1.55
H  0.32  2.96  -0.30
H  0.46  3.08  1.26
H  -1.41  -2.84  0.05
H  0.04  -2.64  0.53
O  -0.83  -3.17  0.77
H  -0.56  -0.48  -2.10
H  -0.37  -0.55  -0.75
O  -0.57  -1.19  -1.41



Relative energies, unit hartree: w 0.0000; x 0.0236; y 0.0525



w.
A 2-piece molecular cluster, C3H8O3 overall, computed with ωB97M-V/def2-TZVPD.

Lowest unoccupied orbital energy   0.0259 Ha
Structure (SMILES)   CC=O.COO
Total charge   0
Gap between HOMO and LUMO   10.109 eV
HOMO level   -9.4 eV

Geometry (Å):
C  0.71  0.93  -0.63
C  0.15  -1.98  0.34
C  0.34  1.97  0.40
O  -0.76  -0.71  0.35
O  1.70  0.19  -0.54
O  -1.84  -0.34  -0.49
H  -2.33  -1.14  -0.75
H  0.31  1.16  -1.63
H  0.58  -1.99  1.33
H  0.96  -1.92  -0.39
H  -0.53  -2.79  0.08
H  0.86  1.77  1.33
H  0.59  2.96  0.03
H  -0.73  1.90  0.56



x.
A 2-piece molecular cluster, C3H8O3 overall, computed with ωB97M-V/def2-TZVPD.

Lowest unoccupied orbital energy   0.0198 Ha
Structure (SMILES)   O=CO.CCO
Total charge   0
Gap between HOMO and LUMO   10.846 eV
HOMO level   -10.3 eV

Geometry (Å):
C  0.14  1.89  -3.37
O  0.05  2.96  -4.29
C  -0.64  2.15  -2.09
H  1.21  1.73  -3.16
H  -0.22  0.98  -3.85
H  0.21  3.79  -3.84
H  -0.08  2.70  -1.33
H  -1.14  1.28  -1.72
H  -1.42  2.85  -2.35
O  1.93  -4.13  5.45
C  0.78  -4.25  5.22
O  -0.15  -3.31  5.44
H  0.29  -5.21  4.95
H  -0.96  -3.44  4.93



Relative energies, unit hartree: w 0.1466; x 0.0000